53
Properties=species:S:1:pos:R:3:forces:R:3:lowdin_spin:R:1 method="wB97M-V/def2-TZVPD" s_squared=3.78 multiplicity=4 homo_energy_ev="-3.797 / -7.391" total_charge=0
P 2.03848 0.83622 1.13046 -0.734 -1.172 -0.572 0.076
P -0.93762 1.02133 2.03576 0.385 0.327 -1.238 0.090
C 0.78306 -0.05656 0.10782 0.743 -0.067 -0.673 0.014
C -0.61507 0.54604 0.28866 -1.012 -0.216 -0.007 0.015
H 0.81038 -1.11661 0.41494 -0.046 0.339 -0.131 0.001
H 1.10399 0.00794 -0.93990 -0.385 -0.347 -0.019 0.005
H -0.74475 1.46478 -0.30356 0.080 -0.240 0.061 0.001
H -1.39986 -0.15808 -0.00716 0.206 0.010 -0.482 0.004
C -1.50243 -0.48792 2.87343 -0.494 0.065 -0.248 0.009
H -1.83592 -0.23861 3.88760 0.103 -0.121 -0.221 0.000
H -0.67628 -1.20882 2.93637 -0.214 0.199 -0.023 0.003
H -2.32693 -0.90788 2.28785 0.006 -0.208 0.237 0.001
C -2.23443 2.26159 2.07570 -0.935 -0.179 -0.416 0.025
H -3.09030 1.90694 1.48953 -0.172 0.334 0.126 0.008
H -1.85053 3.19997 1.65327 -0.099 -0.328 0.112 0.003
H -2.54328 2.43985 3.11123 0.003 -0.041 -0.315 0.001
C 3.47174 -0.24293 1.32138 0.269 -0.227 -0.714 0.026
H 4.29701 0.32297 1.76513 -0.169 -0.146 -0.097 0.001
H 3.75386 -0.62145 0.33387 0.331 -0.159 0.152 0.008
H 3.21123 -1.07709 1.98344 0.046 0.232 -0.180 0.002
C 2.53462 2.24156 0.09257 0.204 -0.150 -0.044 -0.001
H 1.72025 2.97433 0.03756 0.147 -0.191 0.004 0.003
H 2.77515 1.86693 -0.90923 0.029 0.242 0.076 0.000
H 3.40999 2.72174 0.54335 -0.192 -0.039 -0.186 0.000
Co 0.98153 1.38619 2.91119 1.344 0.849 2.107 2.307
C -2.49416 -0.87750 -2.77082 -0.378 -0.083 0.494 0.000
C -2.43141 -1.92938 -1.94392 -0.648 0.313 -0.391 0.000
C -1.84813 -3.28009 -2.23767 0.457 -0.160 -0.018 0.000
C -0.71387 -3.32881 -3.28819 -0.204 -0.427 0.014 0.000
C 0.42219 -2.38059 -3.04336 0.512 0.299 -0.025 0.000
C 0.51715 -1.10337 -3.43407 0.420 -0.637 -0.277 0.000
C -0.47059 -0.32937 -4.25678 -0.416 0.204 0.088 0.000
C -1.94841 -0.77763 -4.16411 0.073 0.226 -0.399 0.000
C 2.78487 2.08111 3.44616 1.075 0.641 0.101 0.131
H -3.05845 0.01865 -2.47550 0.346 -0.401 0.291 0.000
H -2.94855 -1.88826 -0.97634 0.194 0.247 -0.335 0.000
H -2.62983 -3.98178 -2.57194 0.035 0.247 0.168 0.000
H -1.47783 -3.68419 -1.28537 0.030 -0.021 -0.180 0.000
H -0.29616 -4.34691 -3.25797 -0.187 0.226 -0.117 0.000
H -1.13478 -3.19051 -4.28750 0.186 -0.185 0.222 0.000
H 1.27119 -2.86431 -2.54076 -0.218 0.548 -0.002 0.000
H 1.45031 -0.55337 -3.25451 -0.280 -0.348 0.128 0.000
H -0.19308 -0.34654 -5.32386 0.121 -0.022 0.283 0.000
H -0.39120 0.72343 -3.95055 -0.121 -0.123 -0.071 0.000
H -2.54512 -0.01738 -4.69055 0.148 -0.268 0.016 0.000
H -2.08138 -1.71575 -4.70859 -0.086 0.322 0.051 0.000
H 2.53555 3.03707 3.93472 0.451 -0.129 -0.064 0.023
H 3.57546 2.24200 2.68609 -0.106 0.127 0.647 0.009
H 3.15241 1.36138 4.20171 -0.034 0.346 -0.228 0.008
Cl 0.44737 0.71604 5.45966 0.130 -0.422 0.870 0.076
C -0.02662 2.09217 4.43874 -1.171 1.011 0.395 0.131
H -1.11880 2.23799 4.46491 0.567 -0.077 0.579 0.008
H 0.51800 3.00345 4.70910 -0.340 -0.226 0.451 0.010

---

78
Properties=species:S:1:pos:R:3:forces:R:3:lowdin_spin:R:1 method="wB97M-V/def2-TZVPD" s_squared=8.76 multiplicity=6 homo_energy_ev="-8.342 / -8.368" total_charge=0
C -3.42573 1.02216 -1.46847 -0.117 0.131 0.145 0.000
C -2.31944 0.62841 -2.40318 0.633 -0.028 -0.931 0.000
H -4.05124 1.81562 -1.88594 0.057 -0.146 0.185 0.000
H -3.02296 1.35816 -0.49944 -0.103 -0.142 -0.252 0.000
H -4.07940 0.15617 -1.26110 0.276 0.252 -0.074 0.000
C -2.10240 1.13775 -3.62967 -0.224 -0.311 0.729 0.000
C -2.89245 2.24024 -4.23981 -0.292 0.302 -0.310 0.000
H -1.31388 0.72388 -4.26366 -0.140 0.068 0.297 0.000
H -3.53193 2.74453 -3.50720 0.164 -0.026 -0.284 0.000
H -3.53158 1.86640 -5.05061 0.038 0.081 0.094 0.000
H -2.22553 2.98144 -4.69552 -0.106 0.009 0.078 0.000
Sm 0.18719 -0.07045 1.31493 -0.965 0.208 -1.595 5.057
Cl -1.06111 -2.37288 1.81799 0.197 -0.198 -0.051 -0.009
Cl -1.27176 1.71575 2.45215 0.111 0.122 0.130 -0.014
C 1.82221 -2.29581 -0.62348 -0.075 0.860 0.751 0.000
O 1.94089 -1.31346 0.15407 0.057 -1.280 -1.007 -0.006
N 2.81466 -2.76401 -1.37874 -0.031 -0.006 0.063 0.000
C 4.10874 -2.09618 -1.43426 0.002 -0.179 -0.117 0.000
C 2.65164 -3.95725 -2.20351 -0.038 0.082 0.057 0.000
H 0.86103 -2.83747 -0.71162 0.354 0.153 0.058 0.000
H 4.14165 -1.28473 -0.70784 -0.073 -0.123 -0.064 0.000
H 4.27539 -1.69774 -2.44428 -0.056 -0.057 0.201 0.000
H 4.89684 -2.82999 -1.22122 -0.094 0.187 -0.001 0.000
H 1.62506 -4.32645 -2.10127 0.264 0.067 -0.070 0.000
H 3.36060 -4.73483 -1.87884 -0.215 0.200 -0.089 0.000
H 2.83833 -3.71268 -3.25660 -0.071 -0.070 0.239 0.000
H -1.20352 2.70374 -1.03190 0.294 0.115 0.165 0.000
H 0.48391 2.70796 -3.40058 0.055 0.092 0.202 0.000
C -0.33224 3.27176 -0.67552 -0.364 -0.218 -0.203 0.000
C 1.13390 3.22538 -2.68223 0.098 -0.278 0.055 0.000
N 0.87945 2.76948 -1.32331 0.837 0.053 0.562 0.000
H -0.26436 3.17245 0.41197 0.030 0.001 -0.305 0.000
C 1.80956 2.07459 -0.64982 -1.099 0.119 0.324 0.000
O 1.66162 1.63880 0.51602 0.434 0.513 -1.193 -0.005
H 2.17981 3.01006 -2.93058 -0.230 0.136 -0.083 0.000
H 2.73523 1.90896 -1.23052 -0.178 -0.075 0.272 0.000
H -0.45891 4.32186 -0.96715 0.085 -0.160 0.171 0.000
H 0.94477 4.29985 -2.74116 0.120 -0.086 -0.058 0.000
O -0.69754 0.11073 -0.75882 0.941 0.247 1.460 -0.014
C -1.38641 -0.42482 -1.81725 -0.196 -0.349 0.324 -0.001
C 0.72632 -0.46363 -3.22248 0.089 -0.023 -0.152 0.000
C -0.45286 -1.08206 -2.82104 -0.469 0.010 0.470 0.000
H 1.03467 0.44846 -2.69762 -0.165 -0.350 -0.349 0.000
C 1.47461 -1.01935 -4.26184 0.065 0.064 0.298 0.000
H -2.05858 -1.21452 -1.44467 -0.014 -0.259 -0.054 0.000
C -0.80440 -2.33309 -3.32421 -0.013 0.249 -0.320 0.000
H 2.39815 -0.52590 -4.57660 -0.279 -0.196 -0.043 0.000
C 1.04679 -2.20069 -4.86973 0.081 -0.157 -0.144 0.000
C -0.08937 -2.86459 -4.39151 0.316 -0.225 -0.022 0.000
H -1.66164 -2.84821 -2.87760 0.217 0.169 -0.377 0.000
H 1.62732 -2.62495 -5.69802 -0.299 0.167 0.315 0.000
H -0.40014 -3.81255 -4.83610 0.149 0.254 0.099 0.000
Si -3.62441 2.80504 4.96274 -0.149 0.076 0.257 0.000
Cl -4.35415 3.05580 3.02290 -0.334 0.222 0.178 0.000
C -2.15374 3.96033 5.11072 0.214 -0.149 -0.088 0.000
C -3.46195 0.94493 5.15033 0.189 -0.016 0.046 0.000
C -4.84053 3.40510 6.27994 -0.163 -0.011 -0.216 0.000
H -1.44677 3.82270 4.28312 -0.145 0.004 0.247 0.000
H -1.62600 3.80400 6.06142 -0.064 0.001 -0.166 0.000
H -2.50827 5.00278 5.09819 0.001 -0.321 -0.023 0.000
H -4.99665 4.49130 6.23938 0.050 -0.230 -0.050 0.000
H -4.43331 3.16733 7.27376 -0.042 0.010 -0.211 0.000
H -5.81895 2.91663 6.19191 0.172 0.073 0.032 0.000
H -2.83849 0.50109 4.36235 -0.170 0.177 0.244 0.000
H -4.46697 0.49760 5.08788 0.252 0.197 -0.001 0.000
H -3.04224 0.67662 6.12956 -0.044 0.048 -0.166 0.000
S 1.87301 -0.34038 3.59770 0.355 -0.265 0.080 -0.007
C 2.60272 -1.80522 3.16300 0.024 -1.129 -0.077 -0.001
N 1.99815 -2.96980 2.82788 -0.474 0.871 0.225 0.000
C 2.93725 -4.04301 2.56061 -0.368 -0.343 -0.037 0.000
C 4.29512 -3.37647 2.75505 0.451 0.190 -0.072 0.000
N 3.93448 -2.03498 3.17145 0.017 0.755 0.182 -0.001
H 0.98126 -3.02435 2.64807 0.539 0.129 0.164 0.000
H 2.79568 -4.43443 1.55132 0.057 0.001 -0.008 0.000
H 2.81235 -4.87336 3.26263 -0.135 0.114 -0.077 0.000
H 4.87894 -3.34361 1.83572 0.045 -0.051 -0.083 0.000
H 4.88846 -3.87903 3.51763 0.021 -0.001 0.017 0.000
H 4.59406 -1.27294 3.28414 -0.357 -0.324 0.005 0.000